Molecular formula: C11H15BrCaF6N7O5S2
Method: DFT, wB97M-V/def2-TZVPD

## Properties
HOMO level (eV): -12.51
Orbital gap (eV): 10.24
Relative energy (zero: lowest compared OMol25 entry of this formula, charge and spin) (kcal/mol): 0.0
Maximum force (eV Å⁻¹): 0.522

ORCA input file:
```
! wB97M-V def2-TZVPD RIJCOSX def2/J DEFGRID3
* xyz 1 1
Ca -0.852 -0.805 0.606
O 6.256 -2.793 0.983
C 5.143 -2.115 0.671
C 4.973 -1.407 -0.518
C 3.780 -0.751 -0.726
N 2.766 -0.748 0.152
C 2.975 -1.432 1.255
Br 1.514 -1.475 2.502
C 4.105 -2.137 1.599
H 6.912 -2.728 0.279
H 5.754 -1.374 -1.267
H 3.616 -0.199 -1.644
H 4.197 -2.685 2.524
C -0.165 4.900 0.529
N 0.472 3.602 0.336
C 1.872 3.550 -0.061
C -0.205 2.435 0.398
N 0.315 1.261 0.298
N -1.595 2.571 0.531
C -2.453 1.806 1.298
N -3.728 2.279 1.310
N -2.050 0.777 1.968
H -0.839 4.877 1.383
H -0.707 5.236 -0.361
H 0.605 5.634 0.743
H 2.259 4.562 -0.121
H 1.984 3.075 -1.038
H 2.471 3.003 0.671
H 1.327 1.239 0.270
H -1.990 3.409 0.142
H -4.027 2.937 0.610
H -4.445 1.646 1.624
H -2.818 0.402 2.517
F -4.994 -0.111 -2.383
C -4.538 -1.360 -2.433
F -5.537 -2.207 -2.283
F -3.931 -1.564 -3.588
S -3.346 -1.558 -1.047
O -4.034 -1.306 0.190
O -2.267 -0.596 -1.316
N -2.906 -3.040 -1.294
S -1.934 -3.825 -0.350
O -2.272 -5.192 -0.213
O -1.584 -3.051 0.850
C -0.328 -3.744 -1.249
F -0.403 -4.161 -2.490
F 0.052 -2.424 -1.265
F 0.598 -4.415 -0.590
*
```